#A
The following is a DFT calculation (ωB97M-V/def2-TZVPD) of 3 unconnected molecules or ions with the total composition CH8O2S.

Values from the calculation:
Charge: 0
Lowest unoccupied orbital energy, eV: 0.73
SMILES: CS.O.O

Each line ends with the natural charge from an NBO analysis.
Element x y z (Å)
C1 2.0186 -0.4947 -1.9343  -0.7354
S1 1.1892 -1.8534 -1.0838  -0.0445
H1 2.5784 0.1495 -1.2538  0.2108
H2 2.7308 -0.9571 -2.6162  0.2235
H3 1.3208 0.1238 -2.5009  0.2160
H4 0.2481 -1.1474 -0.4609  0.1289
O1 -0.4451 3.0594 3.1640  -0.9344
H5 -0.4824 3.8089 3.7679  0.4673
H6 -0.0954 3.4342 2.3472  0.4672
O2 -2.7163 -1.9613 -0.0112  -0.9470
H7 -2.9318 -2.8225 0.3766  0.4747
H8 -3.4148 -1.3395 0.2055  0.4729

=====

#B
The following is a DFT calculation (ωB97M-V/def2-TZVPD) of 3 unconnected molecules or ions with the total composition CH8O2S.

Values from the calculation:
Charge: 0
Lowest unoccupied orbital energy, eV: 0.75
SMILES: CS.O.O

Each line ends with the natural charge from an NBO analysis.
Element x y z (Å)
C1 -1.5155 -2.1834 1.9209  -0.7447
S1 -0.2278 -0.9452 2.1324  -0.0849
H1 -2.1147 -2.4595 2.8446  0.2276
H2 -2.2433 -1.7458 1.2200  0.2151
H3 -1.0588 -3.0715 1.4884  0.2325
H4 -0.6003 0.0046 3.0857  0.1533
O1 1.7619 1.1141 -7.1536  -0.9371
H5 1.4175 1.4179 -6.2858  0.4711
H6 2.6737 0.9926 -7.0654  0.4661
O2 -0.0151 2.4010 1.6982  -0.9319
H7 -0.1638 2.9279 1.0232  0.4604
H8 0.8531 2.0366 1.6889  0.4726

=====

The data favor #A; the next most stable structure lies 0.645 eV above it.

=====

#A
The following is a DFT calculation (ωB97M-V/def2-TZVPD) of 2 unconnected molecules or ions with the total composition C5H12NO2.

Values from the calculation:
Charge: +1
Lowest unoccupied orbital energy, eV: -3.13

Each line ends with the natural charge from an NBO analysis.
Element x y z (Å)
C1 0.4097 -1.7200 -2.7309  -0.6469
C2 -0.1086 -1.1401 -1.4543  -0.1108
C3 -1.2538 -1.5111 -0.9228  -0.1018
N1 -1.7562 -0.9188 0.3254  -0.7065
H1 -0.2762 -2.4558 -3.1408  0.2295
H2 0.5597 -0.9272 -3.4602  0.2467
H3 1.3808 -2.1854 -2.5560  0.2452
H4 0.4991 -0.3746 -0.9790  0.2086
H5 -1.9124 -2.2476 -1.3613  0.2278
H6 -1.0938 -0.2133 0.7377  0.4729
H7 -2.6489 -0.4426 0.1754  0.4377
H8 -1.9222 -1.6350 1.0329  0.4344
O1 -0.3643 0.9839 1.6432  -0.6819
C4 0.7478 1.4811 1.6831  0.8451
O2 1.8557 0.7496 1.5406  -0.6418
C5 1.0183 2.9229 1.9211  -0.7322
H9 1.6045 -0.1878 1.5475  0.4934
H10 1.9308 3.2283 1.4188  0.2568
H11 1.1526 3.0717 2.9915  0.2708
H12 0.1774 3.5218 1.5882  0.2528

=====

#B
The following is a DFT calculation (ωB97M-V/def2-TZVPD) of 2 unconnected molecules or ions with the total composition C5H12NO2.

Values from the calculation:
Charge: +1
Lowest unoccupied orbital energy, eV: -4.76

Each line ends with the natural charge from an NBO analysis.
Element x y z (Å)
O1 -0.2983 0.6368 -1.8801  -0.5791
C1 0.8937 0.6008 -1.6799  0.4719
C2 1.6433 -0.2041 -0.6799  -0.5460
C3 0.9739 -1.5391 -0.1981  -0.3992
C4 -0.5703 -1.8802 -0.4397  -0.2535
C5 -2.2869 -0.9340 0.9813  0.1197
N1 -1.5129 -0.8615 -0.0298  -0.3800
H1 1.5267 1.2749 -2.2872  0.1416
H2 2.6134 -0.4503 -1.1539  0.2569
H3 2.0300 0.4166 0.1487  0.2744
H4 1.5450 -2.2843 -0.7518  0.2427
H5 1.1804 -1.5706 0.8676  0.2237
H6 -0.5758 -2.0265 -1.5219  0.2588
H7 -0.7366 -2.7838 0.1316  0.2346
H8 -3.0216 -0.1556 1.0890  0.2334
H9 -2.1376 -1.7170 1.7226  0.2235
H10 -1.6517 -0.0447 -0.6290  0.4762
H11 0.0486 4.2173 2.8063  0.4678
H12 0.3243 5.0984 1.6771  0.4721
O2 0.0124 4.2068 1.8270  -0.9396

=====

#C
The following is a DFT calculation (ωB97M-V/def2-TZVPD) of 2 unconnected molecules or ions with the total composition C5H12NO2.

Values from the calculation:
Charge: +1
Lowest unoccupied orbital energy, eV: -3.16

Each line ends with the natural charge from an NBO analysis.
Element x y z (Å)
O1 -0.7055 -0.3281 -1.7465  -0.5631
C1 -0.4024 -1.4694 -1.5132  0.4629
C2 -0.0428 -1.9218 -0.1345  -0.5142
C3 0.8150 -0.8238 0.5186  -0.4559
C4 -0.0551 0.1576 1.2697  0.1725
C5 -1.0776 -0.0437 2.0843  -0.3737
N1 0.0546 1.5482 0.6946  -0.7066
H1 -0.2652 -2.1716 -2.3610  0.1475
H2 0.4945 -2.8567 -0.0680  0.2464
H3 -0.8858 -2.0804 0.5303  0.2512
H4 1.4731 -1.3090 1.2391  0.2578
H5 1.3882 -0.2525 -0.2081  0.2324
H6 -1.7074 0.6905 2.5439  0.2345
H7 -1.1569 -1.0704 2.3718  0.2302
H8 -0.2422 1.5421 -0.2979  0.4801
H9 0.9895 1.9190 0.6850  0.4445
H10 -0.6394 2.1363 1.1557  0.4372
H11 -0.0924 2.0292 -2.3455  0.4904
H12 1.3473 2.1211 -2.5721  0.5013
O2 0.7103 2.1832 -1.8463  -0.9754

=====

#D
The following is a DFT calculation (ωB97M-V/def2-TZVPD) of 2 unconnected molecules or ions with the total composition C5H12NO2.

Values from the calculation:
Charge: +1
Lowest unoccupied orbital energy, eV: -9.08

Each line ends with the natural charge from an NBO analysis.
Element x y z (Å)
O1 0.1569 -2.0232 0.0852  -0.3328
C1 -0.7792 -1.4140 -0.6166  -0.0223
C2 -0.7481 0.2787 -0.3183  0.0486
C3 0.7513 0.8196 -0.0394  -0.4445
C4 1.3549 1.1489 -1.3033  -0.2184
C5 1.4536 2.4321 -1.7281  -0.2264
N1 -1.5557 0.6814 0.7868  -0.5743
H1 -0.8283 -1.6576 -1.7068  0.2641
H2 -1.0834 0.8509 -1.2257  0.2806
H3 1.3080 0.0350 0.5890  0.2717
H4 0.6029 1.7165 0.5034  0.2598
H5 1.9535 0.4355 -1.9565  0.2472
H6 1.2050 3.3562 -1.1552  0.2173
H7 1.8593 2.6284 -2.7024  0.2193
H8 -1.7698 -1.6476 -0.1131  0.2369
H9 -2.5527 0.3532 0.6931  0.4000
H10 -1.3150 0.1568 1.6124  0.4402
H11 0.0216 -1.8608 1.4366  0.4778
H12 -0.2571 -1.9989 3.1148  0.5060
O2 -0.2130 -1.3179 2.3445  -1.0508

=====

The data favor #A; the next most stable structure lies 1.304 eV above it.

=====

#A
The following is a DFT calculation (ωB97M-V/def2-TZVPD) of 2 unconnected molecules or ions with the total composition C5H14S.

Values from the calculation:
Charge: +1
⟨S²⟩: 0.753
Lowest unoccupied orbital energy (alpha / beta), eV: -3.49 / -8.21
2S+1: 2

Each line ends with the Mulliken spin population.
Element x y z (Å)
C1 2.0200 -1.8120 1.3064  -0.0001
C2 0.6776 -2.4995 1.1314  0.0006
H1 2.8663 -2.4158 1.0131  0.0001
H2 2.0091 -0.8220 0.8617  0.0003
H3 2.1471 -1.5766 2.3648  0.0000
H4 -0.0078 -2.5640 1.9770  -0.0001
H5 0.8483 -3.5161 0.7858  0.0000
H6 -0.0594 -2.0560 0.4378  -0.0001
C3 -1.1552 0.5146 -0.6174  -0.0348
C4 0.0782 0.1767 -1.3855  0.0389
C5 -1.4424 3.3165 -0.4599  -0.0417
S1 -0.6681 1.9773 0.4890  0.9412
H7 -2.0739 0.8031 -1.1113  -0.0061
H8 -1.4137 -0.2154 0.1536  0.0195
H9 0.8006 0.8951 -1.7725  0.0044
H10 -0.3397 -0.1533 -2.3595  0.0132
H11 -2.5021 3.0477 -0.4413  0.0393
H12 -1.3942 4.2215 0.1351  -0.0040
H13 -0.9820 3.4053 -1.4390  0.0367
H14 0.5913 -0.7272 -1.0694  -0.0074

=====

#B
The following is a DFT calculation (ωB97M-V/def2-TZVPD) of 2 unconnected molecules or ions with the total composition C5H14S.

Values from the calculation:
Charge: +1
⟨S²⟩: 0.753
Lowest unoccupied orbital energy (alpha / beta), eV: -3.43 / -8.53
2S+1: 2

Each line ends with the Mulliken spin population.
Element x y z (Å)
C1 -0.3065 -0.0322 -2.9032  0.0014
C2 -1.3689 1.0841 -2.9462  -0.0003
H1 -0.5013 -0.6324 -1.9946  0.0014
H2 -0.1925 -0.5713 -3.8078  0.0006
H3 0.5832 0.6054 -2.7399  -0.0002
H4 -1.4206 1.5631 -3.9605  0.0005
H5 -2.3683 0.5962 -2.9133  0.0000
H6 -1.2546 1.6685 -2.0305  0.0004
C3 -0.4231 -0.0271 2.0959  -0.0332
C4 0.5926 1.1004 1.7910  0.0566
C5 1.2946 -2.0426 1.8737  -0.0222
S1 -0.2185 -1.5111 1.1588  0.8975
H7 -0.5727 -0.1006 3.1972  0.0337
H8 -1.3802 0.3572 1.7655  -0.0064
H9 0.2280 1.9291 1.2028  -0.0022
H10 1.5024 0.7174 1.3280  -0.0097
H11 1.7402 -2.9030 1.4214  -0.0039
H12 2.0657 -1.2744 1.9201  0.0318
H13 1.0125 -2.2251 2.9148  0.0528
H14 0.9882 1.6983 2.6268  0.0015

=====

The data favor #A; the next most stable structure lies 0.092 eV above it.